# 1
The following is a DFT calculation (the ωB97M-V functional and the def2-TZVPD basis) of a structure of composition C39H55AuN3O6P.

Each line ends with the Mulliken spin population.
Positions of all 105 atoms, in Å:
C1 -0.09686 3.90105 2.05781  0.01
C2 1.83546 -2.81593 -0.63275  0.23
H1 -1.11360 -6.12373 -1.22925  0.00
H2 -3.53508 -0.72949 -3.70424  0.00
H3 2.29832 5.91821 3.38029  0.00
C3 -0.97577 3.72814 -0.29444  0.00
H4 2.70612 -1.35445 2.11046  0.00
C4 -1.31056 4.06164 1.15967  0.01
C5 -0.82145 -4.02120 -2.96825  0.02
H5 -2.75413 -0.69324 4.72055  0.00
O1 -1.58750 1.48958 4.28555  0.01
H6 -2.43576 -2.15123 -1.93564  0.00
H7 -0.31599 4.09080 -3.23330  0.00
C6 -2.21249 -1.24638 3.96651  0.01
H8 -3.73195 0.42320 0.41887  0.00
Au1 -0.15755 0.41228 0.64307  0.46
N1 1.16308 -2.42913 0.44935  0.36
C7 -2.57590 3.33185 1.61374  0.00
H9 4.04959 1.82120 4.37043  0.00
H10 3.71030 0.42935 -1.01536  0.00
C8 2.15415 3.80542 3.71261  -0.02
H11 0.56977 1.44872 5.74708  0.00
H12 3.87397 0.75555 0.71897  0.00
H13 0.46383 1.88286 -6.11514  0.00
H14 4.88858 -1.42398 0.01757  0.00
H15 -0.36422 -4.60454 -3.76949  0.00
C9 -3.03842 -1.66212 -1.17294  0.01
H16 4.46184 -1.31993 2.28709  0.00
C10 3.41181 0.09814 -0.01994  0.00
H17 1.27822 3.43202 -3.63576  0.00
H18 -4.43812 0.72796 -3.23925  0.00
H19 -0.00218 0.35356 -5.33315  0.00
H20 -2.39104 2.79181 -3.79931  0.00
C11 2.11985 -4.03197 -2.71053  -0.11
C12 1.94700 1.33295 4.06552  0.00
C13 0.36202 -3.20264 1.20879  -0.01
H21 3.72671 0.10407 4.15321  0.00
H22 -1.53942 5.13096 1.18976  0.00
H23 2.32978 0.20816 0.04609  0.04
H24 0.43551 -5.96647 -0.38797  0.00
H25 1.41166 0.50942 3.58896  -0.01
H26 -3.94216 -2.25059 -1.00570  0.00
H27 -4.52434 1.42693 -0.80579  0.00
O2 -2.26949 0.60633 -1.75691  0.00
C14 0.33247 2.68795 2.61369  -0.02
C15 0.43740 1.33528 -5.17133  0.00
C16 3.81815 -1.35574 0.23164  0.03
H28 0.31217 5.99198 1.92147  0.00
C17 1.63387 1.30063 5.56407  0.00
C18 0.63861 5.04787 2.34206  -0.02
H29 -5.19899 -0.15815 -0.38127  0.00
C19 -4.27460 0.40248 -0.52804  0.00
C20 0.24418 3.51702 -3.97137  0.00
H30 3.01982 3.77793 4.36271  0.00
C21 -3.43341 -0.25685 -1.60693  0.00
N2 -0.35372 1.47065 2.34780  0.25
C22 1.30376 -3.69928 -1.64908  0.10
H31 -2.58912 2.30212 1.26004  0.00
H32 -1.91612 2.74064 -5.50872  0.00
H33 -2.26623 1.23798 -4.64556  0.00
H34 -3.45260 3.82523 1.18893  0.00
C23 -0.65500 -2.48498 2.07663  -0.03
C24 -4.17088 -0.28596 -2.93851  0.00
C25 1.46571 2.62985 3.44338  0.01
C26 1.75154 5.00968 3.16253  0.03
C27 3.64044 -1.74125 1.70480  0.00
C28 -1.82851 2.23135 -4.54757  0.00
C29 3.92037 -2.66467 -1.86556  -0.09
H35 -1.36197 -4.32804 2.85116  0.00
C30 -2.25557 -2.62623 3.85171  0.00
H36 0.22681 4.05776 -4.91869  0.00
C31 3.40810 -3.53018 -2.82908  0.19
H37 1.74161 -4.69218 -3.47912  0.01
H38 0.39280 -6.30295 -2.12811  0.00
H39 1.46178 1.20331 -4.81899  0.00
H40 4.93218 -2.29133 -1.96620  0.00
H41 -0.67601 -3.73255 -0.86615  0.01
H42 -5.08574 -0.87518 -2.85122  0.00
O3 0.02237 -0.32657 -1.24523  0.03
H43 3.68626 1.19354 2.76034  0.00
H44 -2.47462 -1.63147 -0.23756  0.00
C32 -1.15691 0.93731 3.28682  -0.02
H45 -1.84151 3.89559 -0.93823  0.00
C33 -0.36244 2.13482 -4.15269  0.00
H46 2.18181 2.09089 6.08283  0.00
N3 -0.70744 -1.15434 2.13377  0.14
C34 3.17059 -2.28380 -0.77825  0.15
H47 -2.67545 3.32606 2.69957  0.00
H48 4.01780 -3.81123 -3.67826  0.01
C35 -1.44057 -3.25348 2.92407  0.01
C36 3.43987 1.10295 3.81927  0.00
H49 -0.13890 4.32397 -0.66199  0.00
P1 -0.87889 0.12922 -2.41002  0.01
H50 -0.82182 -2.97031 -3.25348  -0.01
O4 -0.23901 1.51807 -2.83877  0.05
O5 -1.06446 -0.83317 -3.51107  0.00
C37 -0.10432 -4.25419 -1.63443  0.02
O6 0.51931 -4.39821 1.40700  0.10
H51 1.93637 0.34445 5.99673  0.00
C38 -1.41377 -0.54221 3.08699  0.00
H52 -0.70249 2.67379 -0.41534  0.04
C39 -0.08957 -5.75487 -1.31510  0.02
H53 -1.85671 -4.35971 -2.88115  0.00
H54 -2.87966 -3.21291 4.51269  0.00
H55 3.64725 -2.82349 1.84353  0.00

Forces on the atoms, in the same order (eV/Å):
-0.04 0.03 0.02
-0.01 0.05 0.00
0.01 0.00 0.00
-0.01 0.00 0.00
0.00 0.00 0.00
0.02 -0.05 -0.01
0.01 -0.01 -0.01
0.01 -0.01 -0.06
-0.02 0.01 0.02
0.01 0.00 0.01
0.02 -0.02 0.00
-0.02 0.00 0.02
-0.02 -0.01 0.03
-0.02 -0.01 -0.02
0.02 0.00 0.01
0.18 0.16 -0.03
-0.01 -0.10 -0.01
-0.06 0.02 0.01
0.00 0.01 0.00
-0.01 -0.01 -0.01
0.01 0.01 -0.02
0.00 0.00 0.00
0.00 -0.02 -0.08
0.00 -0.02 -0.02
0.01 -0.01 0.01
0.00 0.00 0.00
0.03 0.00 0.03
-0.01 0.00 -0.02
-0.01 0.01 -0.03
0.00 0.00 0.00
-0.01 0.00 0.00
-0.02 0.00 0.02
0.01 0.00 0.00
-0.01 -0.01 0.01
0.03 -0.01 -0.02
-0.04 0.02 -0.07
-0.01 0.03 0.01
0.01 0.00 0.01
-0.04 0.01 0.04
0.02 0.00 0.05
0.00 0.00 -0.01
0.01 -0.02 0.00
0.01 0.01 0.00
0.04 0.01 0.14
0.05 0.00 -0.09
0.03 -0.01 0.02
-0.02 -0.02 0.01
0.00 0.00 0.00
-0.01 0.00 0.00
-0.02 -0.01 0.01
-0.01 0.01 -0.01
0.01 0.05 0.01
-0.01 0.01 -0.01
0.00 0.00 0.00
-0.04 -0.01 -0.09
-0.23 -0.10 0.01
0.00 0.02 0.01
0.01 -0.05 0.02
0.00 0.02 0.01
0.01 0.00 -0.02
0.01 0.00 0.00
-0.03 -0.03 0.00
0.00 -0.03 0.00
0.04 0.00 0.01
-0.01 -0.02 0.01
0.02 -0.01 0.01
-0.02 -0.01 -0.01
0.00 0.00 -0.01
0.00 0.00 -0.01
0.01 0.01 0.01
0.00 0.00 0.00
0.01 0.01 0.00
0.00 0.00 0.00
0.01 0.00 0.01
0.00 0.02 0.00
0.00 0.00 0.00
-0.01 0.00 0.03
0.00 0.00 0.01
-0.01 -0.20 0.06
-0.01 -0.01 0.08
0.02 0.01 0.03
0.08 0.02 0.04
0.00 0.02 -0.02
-0.05 0.04 0.01
0.00 0.00 0.00
0.06 0.00 0.00
0.02 0.02 -0.01
0.00 0.00 -0.01
0.00 0.00 0.00
-0.01 0.01 0.00
0.00 0.03 0.04
-0.01 0.00 0.00
-0.04 0.11 -0.08
0.03 -0.01 -0.03
0.05 -0.01 0.01
0.05 0.03 -0.01
0.01 -0.01 0.02
0.00 -0.03 -0.05
0.00 0.00 0.00
-0.05 0.02 -0.01
0.00 0.02 0.00
-0.01 0.03 0.01
0.00 0.00 0.00
-0.01 0.00 -0.01
0.01 0.00 -0.01

Its charge is 0. As for the multiplicity: 3.

# 2
The following is a DFT calculation (the ωB97M-V functional and the def2-TZVPD basis) of a structure of composition C3H4N2O2.

Each line ends with the natural charge from an NBO analysis.
Positions of all 11 atoms, in Å:
O1 0.28851 2.38185 0.69113  -0.43
H1 -1.27680 -1.32120 0.54781  0.21
N1 -0.30349 0.32349 -0.33930  -0.34
H2 2.59072 -1.02975 -0.62466  0.18
H3 -2.01562 -0.65829 -0.93404  0.23
N2 0.67797 -0.45369 -1.00797  -0.39
H4 -2.19660 0.21123 0.61821  0.22
O2 1.76657 0.18116 0.86580  -0.62
C1 -1.52880 -0.40090 0.00642  -0.40
C2 1.72748 -0.48078 -0.23825  0.39
C3 0.27006 1.24688 0.41486  0.94

Forces on the atoms, in the same order (eV/Å):
0.03 -1.44 0.30
0.01 0.22 -0.10
0.04 0.26 -0.24
-0.16 -0.02 0.42
-0.02 0.00 0.14
0.06 -0.66 0.10
0.21 0.05 -0.17
-0.55 1.31 -0.61
-0.09 0.03 -0.04
-0.23 0.15 -0.34
0.70 0.11 0.53

Its charge is 0. The calculation puts the relative energy (zero: lowest compared OMol25 entry of this formula, charge and spin) at 82.2 kcal/mol.

# 3
The following is a DFT calculation (the ωB97M-V functional and the def2-TZVPD basis) of a cluster of 2 separate species, C4H12 in total.

Each line ends with the natural charge from an NBO analysis.
Positions of all 16 atoms, in Å:
H1 -2.84909 -0.25008 -0.75091  0.20
H2 0.50920 -0.59332 0.65632  0.20
H3 -2.44116 0.29216 -2.38567  0.21
C1 2.19926 0.39171 1.55862  -0.59
H4 2.73062 0.66373 0.76919  0.20
C2 0.72132 0.15148 1.47776  -0.61
C3 -2.03138 0.16048 -1.41036  -0.62
H5 -1.93288 1.15918 -0.94287  0.21
H6 0.20988 -0.28514 2.28459  0.21
H7 -0.02991 -0.10307 -2.02762  0.20
H8 2.32236 1.29625 2.26278  0.19
C4 -0.83619 -0.71524 -1.60497  -0.61
H9 -0.49995 -1.22674 -0.72279  0.20
H10 -0.89640 -1.44682 -2.42492  0.21
H11 0.08984 1.03994 1.27388  0.20
H12 2.73448 -0.53452 1.98696  0.20

Forces on the atoms, in the same order (eV/Å):
0.79 -0.23 -0.83
0.21 0.96 0.72
-0.73 0.48 -0.63
-0.91 -0.59 6.25
1.61 1.00 -4.13
-1.06 -0.43 -3.15
-1.91 0.11 1.27
0.83 -0.43 -0.42
0.12 -0.61 1.74
0.24 0.09 0.60
0.28 -1.53 -0.55
1.26 0.11 -0.91
0.17 -0.16 0.21
-0.82 -0.07 0.44
0.68 -0.19 -0.26
-0.75 1.50 -0.35

Its charge is 0. Its SMILES is CC.CC. The calculation puts the relative energy (zero: lowest compared OMol25 entry of this formula, charge and spin) at 22.6 kcal/mol.

Max |F| for every record listed, in sequence, given in eV/Å: 0.248 1.550 6.346.
Calculated total energy for every record listed, in sequence, given in eV: -71075.8292 -10248.6996 -4341.5463.